{"formula": "C14H14N2O3S", "method": "ωB97M-V/def2-TZVPD", "largest_force_ev_per_a": 0.80, "e_lumo_ha": 0.0210, "e_above_lowest_ev": 0.2017, "orbital_gap_ev": 8.72, "total_energy_ha": -1275.359070, "total_charge": 0, "smiles": "O=c1c(Cc2ccccc2O)c(O)nc2n1CCCS2", "e_homo_ev": -8.15, "symbols": ["N", "O", "C", "C", "H", "O", "H", "H", "N", "H", "C", "H", "C", "H", "H", "H", "C", "H", "C", "S", "C", "C", "C", "C", "C", "H", "H", "H", "C", "O", "H", "C", "H", "C"], "xyz": [[-1.35, -1.11, -0.27], [-1.13, 1.07, -0.89], [1.39, 4.11, 1.67], [1.32, 4.37, 0.32], [-3.74, -3.65, 1.65], [1.42, 3.58, -1.95], [1.20, 4.51, -2.10], [-3.26, -1.22, -1.10], [0.51, -2.51, -0.08], [1.28, 4.92, 2.38], [1.74, 0.90, -1.16], [-3.95, -3.37, -0.09], [-3.38, -1.60, 1.02], [1.44, 1.28, -2.14], [-4.41, -1.27, 1.16], [-2.81, -1.36, 1.92], [1.31, -1.49, -0.47], [-2.90, 0.20, -0.10], [-0.56, 0.01, -0.67], [-1.65, -3.71, 0.53], [-0.77, -2.29, 0.01], [1.45, 3.34, -0.61], [1.58, 2.82, 2.12], [-2.78, -0.89, -0.17], [-3.36, -3.10, 0.79], [2.77, 0.54, -1.22], [1.64, 2.61, 3.17], [1.17, 5.38, -0.04], [1.64, 2.03, -0.17], [2.61, -1.80, -0.54], [2.71, -2.73, -0.30], [1.70, 1.79, 1.20], [1.85, 0.78, 1.54], [0.84, -0.24, -0.76]]}

***

{"formula": "C14H14N2O4", "method": "ωB97M-V/def2-TZVPD", "largest_force_ev_per_a": 1.32, "e_lumo_ha": -0.0154, "e_above_lowest_ev": 4.8522, "orbital_gap_ev": 7.92, "total_energy_ha": -952.288451, "total_charge": 0, "smiles": "Cc1ccc(CCC(=O)Nc2ccc([N+](=O)[O-])cc2)o1", "e_homo_ev": -8.34, "symbols": ["O", "C", "C", "H", "H", "C", "C", "H", "H", "H", "H", "N", "O", "C", "H", "C", "C", "C", "H", "C", "C", "H", "N", "H", "C", "H", "O", "O", "H", "C", "C", "H", "C", "H"], "xyz": [[-2.66, 5.15, 3.08], [-0.23, -2.14, -2.44], [2.74, -4.53, 0.59], [3.59, -3.84, 0.50], [0.07, -0.25, -3.45], [-0.55, -2.94, 0.01], [-1.66, 2.17, 0.49], [1.28, -0.61, -2.20], [2.68, -4.87, 1.62], [0.25, -2.67, -3.27], [-1.31, -2.18, -2.57], [0.08, 1.18, -0.91], [-0.69, 6.00, 2.97], [0.22, -0.67, -2.45], [2.93, -5.38, -0.06], [0.13, -2.80, -1.16], [-0.36, 2.14, -0.01], [-2.04, 3.16, 1.37], [-1.54, -2.60, 0.21], [0.18, 4.12, 1.26], [1.47, -3.85, 0.21], [1.05, 1.27, -1.18], [-1.52, 5.16, 2.67], [-3.04, 3.19, 1.77], [0.55, 3.13, 0.38], [1.56, 3.11, -0.01], [-1.78, -0.09, -1.26], [1.37, -3.35, -1.04], [-2.36, 1.41, 0.19], [0.32, -3.63, 0.90], [-0.62, 0.14, -1.48], [0.87, 4.88, 1.57], [-1.12, 4.13, 1.76], [0.11, -3.91, 1.91]]}

***

{"formula": "C14H14NO6", "method": "ωB97M-V/def2-TZVPD", "largest_force_ev_per_a": 3.36, "e_lumo_ha": 0.1194, "orbital_gap_ev": 6.98, "total_energy_ha": -1048.037041, "total_charge": -1, "smiles": "CC1(C)OC(=O)C([C@H](C[N+](=O)[O-])c2ccccc2)=C([O-])O1", "e_homo_ev": -3.73, "symbols": ["C", "C", "H", "C", "C", "O", "H", "H", "C", "H", "H", "C", "H", "C", "H", "H", "C", "C", "O", "C", "O", "H", "H", "H", "H", "O", "H", "C", "O", "C", "C", "O", "H", "N", "C"], "xyz": [[0.97, -1.51, -1.73], [1.33, 2.13, 3.67], [1.56, 3.20, 3.75], [2.44, 1.95, 1.40], [0.34, -0.25, 1.09], [0.34, -1.46, 0.98], [2.13, 1.53, 4.10], [-1.70, -1.35, 0.37], [-0.13, 0.68, 0.05], [-3.15, -0.87, -0.76], [3.23, 1.35, 1.86], [-2.23, -0.53, -0.14], [-2.16, -1.03, -3.05], [-0.96, -2.81, -3.32], [-1.59, 0.83, -1.56], [0.39, 1.92, 4.19], [-0.38, 2.09, 0.42], [-1.23, -1.55, -2.80], [0.78, 0.33, 2.26], [1.28, -2.72, -2.36], [-3.64, 1.24, 0.34], [2.25, -3.16, -2.20], [2.70, 3.01, 1.45], [2.31, 1.65, 0.35], [-1.75, -3.35, -3.84], [-1.98, 0.75, 1.76], [0.47, -4.40, -3.42], [0.29, -3.39, -3.09], [-0.96, 2.85, -0.33], [1.17, 1.73, 2.20], [-0.35, -0.99, -1.84], [0.07, 2.50, 1.65], [1.72, -1.00, -1.10], [-2.65, 0.53, 0.72], [-0.89, 0.13, -1.05]]}

***

{"formula": "C14H15BBiF2N2OTe", "method": "ωB97M-V/def2-TZVPD", "largest_force_ev_per_a": 0.54, "e_lumo_ha": -0.1282, "orbital_gap_ev": 7.94, "total_energy_ha": -1434.369968, "total_charge": 1, "e_homo_ev": -11.43, "symbols": ["C", "C", "H", "H", "H", "F", "H", "H", "H", "C", "H", "C", "B", "C", "H", "C", "C", "H", "O", "C", "C", "N", "H", "Bi", "H", "H", "F", "C", "C", "C", "H", "N", "C", "C", "H", "H", "Te"], "xyz": [[0.03, -2.50, 1.19], [-1.86, 4.29, -0.21], [4.66, -3.44, -0.74], [4.55, -2.36, 0.65], [2.62, -4.02, 0.92], [-2.91, 1.23, -2.59], [-0.33, -1.98, 4.52], [4.64, -1.69, -0.99], [-0.72, 2.74, 0.74], [-1.03, -0.68, 2.95], [0.33, -3.36, -0.77], [-2.14, 4.96, -1.40], [-2.45, 0.66, -1.50], [0.11, -2.72, 2.56], [-1.60, 0.35, 1.16], [0.66, -3.51, 0.26], [-1.52, 4.56, -2.57], [-1.73, 5.08, -3.50], [2.10, -1.81, -1.26], [-0.41, -1.81, 3.46], [-0.61, 3.51, -2.57], [-0.58, -1.40, 0.72], [-2.83, 5.79, -1.40], [-0.62, -0.85, -1.61], [-2.35, 4.60, 0.71], [0.35, -4.51, 0.56], [-3.16, 0.84, -0.39], [2.75, -2.53, -0.50], [-0.34, 2.84, -1.38], [-1.11, -0.52, 1.59], [0.59, -3.63, 2.91], [2.10, -3.44, 0.27], [4.24, -2.50, -0.38], [-0.96, 3.24, -0.19], [-1.45, 0.08, 3.61], [-0.12, 3.21, -3.48], [1.11, 1.28, -1.35]]}

***

{"formula": "C14H15BN6O4", "method": "ωB97M-V/def2-TZVPD", "largest_force_ev_per_a": 4.95, "e_lumo_ha": -0.1030, "orbital_gap_ev": 3.31, "total_energy_ha": -1196.371236, "total_charge": 0, "e_homo_ev": -6.11, "symbols": ["N", "C", "H", "C", "H", "C", "H", "C", "C", "O", "N", "C", "C", "C", "H", "C", "N", "H", "H", "H", "N", "B", "C", "O", "H", "O", "C", "H", "C", "H", "H", "C", "N", "H", "H", "O", "N", "C", "H", "H"], "xyz": [[-2.20, -3.45, -5.93], [2.32, 0.30, 2.45], [-1.20, 3.38, 5.23], [2.03, 1.26, 3.39], [0.23, 2.99, 6.23], [1.13, -0.24, -4.18], [-0.49, -0.55, -1.82], [0.04, 1.82, 2.14], [-2.36, -2.82, -3.51], [-3.44, -3.47, -1.79], [-2.50, -2.40, -1.30], [-0.62, -1.32, -2.68], [-0.56, -1.93, -5.03], [-0.29, 2.76, 5.29], [-0.57, 1.71, 5.29], [-1.64, -2.83, -4.77], [0.57, 3.04, 4.17], [1.97, -2.06, 0.81], [3.20, -0.33, 2.56], [1.70, 4.59, 5.01], [2.19, 0.25, -4.31], [2.31, -0.93, 0.66], [0.88, 2.05, 3.25], [-1.71, -3.12, -7.04], [2.69, 1.42, 4.25], [-3.18, -4.23, -5.84], [1.15, 4.35, 4.09], [1.84, 4.39, 3.24], [0.36, 0.84, 1.21], [-0.30, 0.63, 0.36], [-0.86, 2.45, 2.03], [-0.11, -1.03, -4.05], [-3.29, -3.76, -3.10], [0.10, -2.10, -2.71], [3.03, -0.61, -0.22], [-2.35, -2.26, -0.10], [1.53, 0.11, 1.34], [-1.89, -2.03, -2.48], [0.36, 5.10, 3.94], [-0.09, -1.95, -6.03]]}

***

{"formula": "C14H15Cl2CoIN2O2", "method": "ωB97M-V/def2-TZVPD", "s_squared": 3.76, "largest_force_ev_per_a": 2.04, "e_lumo_ha": [-0.0295, -0.0301], "e_above_lowest_ev": 0.0000, "orbital_gap_ev": [7.48, 7.36], "total_energy_ha": -3403.383592, "total_charge": 0, "multiplicity": 4, "e_homo_ev": [-8.28, -8.18], "symbols": ["H", "Cl", "N", "H", "C", "H", "C", "H", "H", "C", "H", "H", "C", "H", "I", "C", "N", "C", "C", "H", "C", "C", "H", "H", "C", "C", "C", "H", "C", "O", "O", "H", "Cl", "Co", "H", "H", "C"], "xyz": [[2.54, 3.24, 1.37], [-1.32, -2.62, 1.80], [0.54, -1.03, -0.89], [-4.54, 1.94, -0.91], [2.65, 1.34, 0.43], [-1.48, -3.00, -2.75], [-2.95, -0.82, -2.12], [3.07, 0.80, 1.30], [-4.98, -0.11, -2.34], [-4.00, 0.08, -1.91], [2.44, -3.80, -1.07], [-0.40, -1.74, 3.80], [-2.48, 1.44, -0.61], [2.35, -1.53, -0.03], [0.84, 2.35, -2.25], [-1.69, -0.55, -1.55], [-1.46, 0.60, -0.86], [1.81, 2.51, 0.98], [-3.76, 1.22, -1.12], [1.17, 2.22, 1.82], [-0.89, -1.31, 2.92], [0.14, -0.43, 2.17], [-2.23, 2.32, -0.01], [3.49, 1.75, -0.14], [-0.60, -2.73, -2.17], [1.55, -1.89, -0.67], [-0.56, -1.47, -1.57], [-3.06, -1.72, -2.71], [1.57, -3.17, -1.24], [1.32, -0.81, 2.29], [-0.31, 0.55, 1.48], [0.46, -4.59, -2.45], [-2.29, -0.37, 3.46], [0.53, 0.91, -0.29], [1.25, 3.08, 0.23], [2.20, 0.57, -0.21], [0.48, -3.60, -2.00]]}

***

{"formula": "C14H15Cl2N2OPS", "method": "ωB97M-V/def2-TZVPD", "largest_force_ev_per_a": 1.47, "e_lumo_ha": 0.0154, "e_above_lowest_ev": 0.0000, "orbital_gap_ev": 9.03, "total_energy_ha": -2387.264572, "total_charge": 0, "smiles": "C[P@@](=O)(Nc1cc(Cl)ccc1Cl)c1nc2c(s1)CCCC2", "e_homo_ev": -8.61, "symbols": ["H", "H", "H", "H", "H", "Cl", "C", "H", "C", "S", "N", "C", "H", "C", "C", "H", "H", "H", "C", "C", "C", "C", "C", "H", "H", "C", "P", "H", "O", "H", "Cl", "H", "C", "C", "C", "N"], "xyz": [[-0.81, 5.10, 1.56], [4.34, -1.24, 0.86], [-1.97, 3.66, -0.87], [-3.52, -2.43, -0.90], [-2.59, 3.86, 2.87], [0.03, -3.33, 2.27], [-1.62, 4.56, 1.06], [-2.58, -3.42, 1.17], [-1.12, 3.99, -0.26], [0.83, 2.12, -1.16], [0.72, 1.13, 1.21], [-0.95, 2.54, 2.39], [3.42, -0.13, 1.92], [-2.48, -2.30, -0.66], [-0.15, 2.16, 1.19], [-2.86, 2.85, 1.45], [1.80, -2.07, 1.20], [4.44, 0.51, 0.61], [-0.23, 2.83, 0.00], [-2.11, 3.44, 1.98], [-1.64, -1.59, -1.51], [1.31, 0.97, 0.07], [-1.95, -2.85, 0.49], [0.34, -0.87, -1.89], [-0.30, 3.07, 3.10], [3.78, -0.30, 0.91], [2.42, -0.40, -0.30], [-2.43, 5.27, 0.87], [2.82, -0.46, -1.70], [-1.31, 1.64, 2.89], [-2.28, -0.89, -2.94], [-0.59, 4.75, -0.84], [-0.61, -2.67, 0.80], [0.23, -1.94, -0.04], [-0.30, -1.41, -1.21], [1.57, -1.75, 0.27]]}

***

{"formula": "C14H15ClF2N2O5", "method": "ωB97M-V/def2-TZVPD", "largest_force_ev_per_a": 0.62, "e_lumo_ha": 0.0187, "orbital_gap_ev": 9.21, "total_energy_ha": -1688.185127, "total_charge": 0, "smiles": "COC(=O)[C@H]1[C@H](c2ccc(OC)cc2)NC(=O)N[C@@]1(O)C(F)(F)Cl", "e_homo_ev": -8.70, "symbols": ["C", "C", "O", "H", "H", "F", "C", "F", "O", "H", "C", "C", "H", "C", "O", "O", "O", "Cl", "C", "C", "H", "H", "H", "H", "H", "C", "N", "N", "C", "H", "H", "C", "H", "C", "H", "C", "C", "H", "H"], "xyz": [[0.57, 2.04, 0.13], [-2.58, -2.22, 1.68], [2.75, 3.35, -2.43], [-1.81, -0.28, -0.56], [-2.36, 1.97, 0.54], [-3.32, -1.62, 0.73], [3.05, 3.20, -3.80], [-3.42, -2.48, 2.69], [-0.14, -2.09, -0.93], [2.09, 3.54, -0.01], [0.10, 0.86, -1.90], [-0.16, 1.07, -0.55], [2.18, 3.41, -4.43], [0.09, -1.90, 0.23], [0.93, -2.64, 0.97], [-0.71, -2.05, 3.15], [-3.06, 1.80, 2.87], [-2.00, -3.78, 1.04], [1.06, 1.60, -2.56], [1.79, 2.57, -1.88], [1.23, 1.41, -3.61], [1.99, -3.42, -0.63], [3.83, 3.92, -4.01], [0.37, 2.22, 1.17], [-0.45, 0.10, -2.43], [-1.20, 0.25, 0.18], [-2.04, 1.12, 0.98], [-1.98, -0.19, 2.88], [-1.41, -1.31, 2.21], [0.79, -4.51, 0.09], [2.29, -4.13, 0.98], [-0.50, -0.78, 1.08], [0.33, -0.29, 1.60], [1.52, 2.78, -0.53], [-2.33, -0.36, 3.81], [-2.42, 0.97, 2.27], [1.54, -3.75, 0.30], [-0.02, -2.58, 2.72], [3.42, 2.19, -4.02]]}

***

{"formula": "C14H15ClN2O3S", "method": "ωB97M-V/def2-TZVPD", "largest_force_ev_per_a": 0.76, "e_lumo_ha": 0.0102, "e_above_lowest_ev": 0.8762, "orbital_gap_ev": 9.60, "total_energy_ha": -1736.080119, "total_charge": 0, "smiles": "CCOc1cc(S(=O)(=O)NCc2ccncc2)ccc1Cl", "e_homo_ev": -9.32, "symbols": ["H", "H", "Cl", "N", "H", "H", "H", "O", "C", "H", "O", "H", "H", "C", "N", "H", "H", "C", "C", "C", "H", "O", "C", "H", "C", "C", "H", "C", "C", "S", "C", "C", "H", "C", "H", "C"], "xyz": [[1.21, 0.51, 2.24], [3.46, 1.95, 0.42], [-3.36, 1.31, 0.90], [2.48, -1.30, -1.14], [-4.21, -1.13, 0.45], [1.79, 3.73, 0.96], [-1.01, 1.65, 2.38], [2.03, -2.97, 0.65], [2.52, 2.01, -0.10], [-0.28, -2.00, -0.85], [-2.67, -0.98, -0.95], [-4.39, -2.39, -2.33], [4.07, 0.06, -0.86], [-1.70, -0.59, -0.07], [0.42, 3.09, -0.39], [-5.67, -2.41, -1.11], [-5.16, -0.88, -1.84], [0.57, -0.78, 0.68], [1.59, 2.99, 0.20], [0.12, 2.21, -1.34], [3.38, -0.02, -2.51], [3.13, -0.86, 1.30], [-0.45, -1.20, -0.14], [-0.85, 2.34, -1.81], [-3.79, -1.68, -0.39], [-4.82, -1.85, -1.49], [2.95, -2.11, -1.53], [0.39, 0.22, 1.61], [0.98, 1.20, -1.73], [2.17, -1.56, 0.49], [-1.87, 0.45, 0.84], [3.15, -0.04, -1.44], [0.70, 0.50, -2.50], [2.21, 1.08, -1.09], [-3.44, -2.66, -0.03], [-0.84, 0.84, 1.69]]}

***

{"formula": "C14H15EuO4P", "method": "ωB97M-V/def2-TZVPD", "s_squared": 15.76, "largest_force_ev_per_a": 5.87, "e_lumo_ha": [-0.2972, -0.2942], "orbital_gap_ev": [6.61, 6.69], "total_energy_ha": -1894.476173, "total_charge": 2, "multiplicity": 8, "e_homo_ev": [-14.70, -14.69], "symbols": ["C", "H", "O", "O", "O", "H", "C", "H", "C", "C", "C", "H", "Eu", "C", "H", "H", "C", "H", "P", "H", "C", "H", "C", "C", "H", "C", "H", "C", "C", "H", "C", "H", "O", "H", "H"], "xyz": [[-3.32, 0.75, 2.36], [4.66, -2.36, -2.54], [0.21, -4.81, -0.83], [-1.64, -1.47, -2.45], [2.06, -2.70, 2.16], [-0.02, 3.44, 1.07], [2.25, -2.24, 1.13], [4.53, 0.10, -1.91], [-1.96, 0.90, 2.09], [4.05, -1.63, -3.10], [-0.52, -1.31, -2.23], [-5.34, 0.58, 1.57], [1.95, -1.21, -1.31], [-3.84, 0.89, 0.02], [-4.58, 0.86, -0.78], [-2.18, 1.23, -1.31], [-0.14, -1.70, 0.23], [-1.25, 0.94, 2.93], [0.24, 1.17, 0.28], [0.67, 0.06, 2.45], [-2.49, 1.06, -0.28], [-0.43, 3.31, -0.67], [1.04, 0.95, 1.91], [3.99, -0.32, -2.77], [0.85, 1.86, 2.51], [-1.54, 1.02, 0.75], [-3.64, 0.63, 3.40], [0.28, 2.98, 0.11], [-4.28, 0.75, 1.34], [3.56, -2.04, -3.99], [0.86, -3.92, -1.16], [1.31, 3.31, -0.14], [-0.90, -2.37, 0.79], [2.13, 0.87, 1.76], [3.43, 0.41, -3.38]]}

***

{"formula": "C14H15F6N7O4PRhS2", "method": "ωB97M-V/def2-TZVPD", "largest_force_ev_per_a": 1.76, "e_lumo_ha": -0.2918, "e_above_lowest_ev": 0.9367, "orbital_gap_ev": 7.92, "total_energy_ha": -3073.659303, "total_charge": 2, "e_homo_ev": -15.86, "symbols": ["C", "C", "O", "H", "N", "N", "C", "N", "F", "H", "F", "H", "C", "F", "C", "O", "H", "C", "C", "H", "P", "H", "N", "F", "H", "F", "H", "S", "N", "O", "N", "C", "C", "H", "C", "Rh", "O", "N", "H", "H", "C", "H", "H", "C", "F", "C", "S", "H", "H", "C"], "xyz": [[-3.01, -1.11, -4.63], [2.04, 2.03, -1.68], [4.72, -0.37, 0.80], [-3.86, -1.78, -4.54], [-2.10, -1.36, -3.51], [-2.95, 2.02, -0.34], [-1.97, 1.38, -1.00], [0.72, 2.78, -3.26], [1.84, -3.81, -1.31], [-2.18, -3.50, -3.47], [0.49, -4.88, 0.00], [2.83, 1.87, -0.97], [-1.70, 1.01, 1.16], [2.63, -5.15, 0.20], [1.68, -4.30, -0.07], [0.64, -1.98, 0.66], [0.49, 3.06, -5.34], [-1.77, -2.60, -3.05], [-1.43, -0.45, -2.78], [-4.66, 3.20, -0.14], [-1.67, 1.34, -2.80], [-3.36, -0.08, -4.60], [3.15, -2.31, 0.83], [2.62, -1.22, -2.14], [-0.43, -3.16, -1.39], [4.41, -2.36, -1.72], [-4.65, 2.16, -1.58], [3.53, -0.92, 0.29], [-1.20, 0.77, -0.10], [1.54, -3.42, 2.42], [-0.66, -1.09, -1.89], [-2.80, 1.80, 1.00], [0.23, 3.56, -4.41], [-2.50, -1.29, -5.57], [1.94, 2.94, -2.68], [0.42, -0.25, -0.49], [2.37, 0.03, 0.28], [0.87, 1.31, -1.65], [-0.85, 3.67, -4.34], [-1.25, 0.62, 2.05], [3.82, -1.21, -1.52], [2.65, 3.68, -3.02], [0.69, 4.54, -4.38], [0.08, 1.79, -2.62], [4.54, -0.22, -2.02], [-0.89, -2.43, -2.02], [1.72, -2.89, 1.12], [-3.64, 3.62, -1.52], [-3.47, 2.21, 1.74], [-4.04, 2.80, -0.94]]}

***

{"formula": "C14H15N4OPd", "method": "ωB97M-V/def2-TZVPD", "s_squared": 2.03, "largest_force_ev_per_a": 1.64, "e_lumo_ha": [-0.1623, -0.1754], "e_above_lowest_ev": 0.9222, "orbital_gap_ev": [5.72, 6.96], "total_energy_ha": -964.358555, "total_charge": 1, "multiplicity": 3, "e_homo_ev": [-10.14, -11.74], "symbols": ["N", "C", "H", "H", "O", "H", "Pd", "H", "C", "C", "H", "N", "C", "C", "H", "N", "C", "H", "C", "C", "H", "C", "N", "C", "C", "C", "H", "H", "H", "H", "H", "H", "C", "H", "C"], "xyz": [[-1.49, 0.46, 1.52], [-0.47, -0.41, -4.59], [-1.07, -0.83, -5.39], [4.04, -0.05, 3.64], [1.77, 1.47, 2.06], [1.24, -0.06, -5.83], [0.45, 0.85, 0.49], [-3.44, 0.23, 4.22], [-4.01, -0.39, 2.23], [-2.32, -0.06, 0.57], [-4.24, -0.90, 0.15], [-1.90, -0.16, -0.71], [0.82, 0.02, -4.84], [1.46, -0.94, 0.71], [3.25, 1.44, 4.02], [-0.75, 0.33, -0.98], [1.58, 0.57, -3.81], [-2.02, -0.66, -3.11], [-0.25, 0.21, -2.28], [-3.61, -0.49, 0.92], [-5.00, -0.73, 2.52], [2.61, 0.58, 2.31], [3.36, 0.65, 3.40], [1.05, 0.67, -2.54], [-1.90, 0.55, 2.78], [2.79, -0.57, 1.36], [3.25, -1.43, 1.86], [1.59, -1.45, -0.24], [2.58, 0.93, -4.01], [1.63, 1.13, -1.74], [0.83, -1.52, 1.38], [3.50, -0.22, 0.59], [-3.15, 0.14, 3.19], [-1.19, 0.97, 3.48], [-1.01, -0.33, -3.32]]}